P | ORCA calculation (ωB97M-V/def2-TZVPD) on a 5-piece molecular cluster, C20H48F6N4O11S2 overall.

```
! wB97M-V def2-TZVPD RIJCOSX def2/J DEFGRID3
* xyz 0 1
O -21.67 24.33 -12.25
H -21.08 24.79 -13.00
H -21.84 23.39 -12.56
H -21.11 24.37 -11.43
C -22.29 25.52 -16.28
F -23.18 26.27 -16.88
F -22.90 24.51 -15.66
F -21.41 25.04 -17.12
S -21.36 26.57 -14.99
O -20.70 27.59 -15.73
O -22.37 27.00 -14.06
N -20.36 25.40 -14.28
S -18.95 26.06 -14.17
O -18.27 26.05 -15.46
O -18.88 27.23 -13.30
C -17.95 24.82 -13.07
F -17.02 25.45 -12.40
F -18.77 24.21 -12.21
F -17.37 23.91 -13.83
C -23.38 28.19 -10.65
O -22.11 28.29 -9.99
C -21.07 27.72 -10.77
C -20.12 26.84 -9.95
N -20.76 25.51 -9.77
C -19.96 24.75 -8.81
C -20.46 23.34 -8.57
O -20.40 22.65 -9.84
C -20.86 21.33 -9.73
H -24.12 28.66 -10.02
H -23.56 27.14 -10.90
H -23.31 28.68 -11.63
H -20.57 28.58 -11.23
H -21.39 27.15 -11.64
H -19.88 27.32 -8.99
H -19.16 26.75 -10.44
H -21.63 25.68 -9.28
H -19.87 25.21 -7.82
H -18.98 24.58 -9.26
H -21.46 23.27 -8.14
H -19.72 22.80 -7.97
H -21.96 21.37 -9.61
H -20.48 20.73 -8.90
H -20.79 20.77 -10.66
C -24.91 25.31 -12.79
O -25.84 24.93 -13.78
C -26.12 25.98 -14.71
C -27.52 25.86 -15.30
N -27.70 26.70 -16.45
C -26.96 26.31 -17.64
C -27.44 27.06 -18.87
O -28.87 27.04 -18.86
C -29.37 27.63 -20.04
H -25.22 26.28 -12.37
H -23.96 25.56 -13.28
H -24.89 24.58 -11.99
H -25.28 25.86 -15.42
H -25.83 27.00 -14.42
H -28.25 26.12 -14.53
H -27.73 24.79 -15.47
H -28.67 26.89 -16.66
H -27.05 25.21 -17.77
H -25.91 26.42 -17.38
H -26.93 26.80 -19.79
H -27.27 28.13 -18.67
H -30.44 27.82 -19.94
H -29.21 26.97 -20.90
H -28.92 28.60 -20.27
C -25.15 20.87 -9.61
O -24.34 20.63 -10.78
C -24.36 21.78 -11.58
C -23.70 21.59 -12.94
N -22.24 21.54 -12.89
C -21.61 21.65 -14.21
C -20.10 21.67 -14.09
O -19.68 20.31 -13.90
C -18.28 20.16 -13.72
H -26.16 20.62 -9.92
H -24.90 21.85 -9.20
H -24.83 20.26 -8.77
H -23.80 22.58 -11.09
H -25.38 22.12 -11.81
H -24.06 22.40 -13.58
H -24.10 20.64 -13.33
H -21.98 20.71 -12.38
H -21.85 22.64 -14.61
H -22.01 20.90 -14.90
H -19.74 22.23 -13.23
H -19.74 21.98 -15.07
H -18.13 20.37 -12.65
H -17.65 20.76 -14.38
H -18.04 19.12 -13.96
*
```

The calculation puts the lowest unoccupied orbital energy at 0.0135 Eh.


Q | ORCA calculation (ωB97M-V/def2-TZVPD) on a 5-piece molecular cluster, C20H48F6N4O11S2 overall.

```
! wB97M-V def2-TZVPD RIJCOSX def2/J DEFGRID3
* xyz 0 1
O 0.38 1.73 0.54
H 0.18 1.37 1.41
H 0.00 2.61 0.42
H 0.20 1.08 -0.14
C -1.37 -1.71 2.69
F -0.63 -1.82 1.58
F -2.59 -1.92 2.38
F -1.02 -2.66 3.65
S -1.36 0.09 3.34
O -2.47 0.75 2.64
O -1.56 0.09 4.79
N 0.17 0.71 2.78
S 1.14 0.53 3.88
O 1.17 1.62 4.89
O 1.09 -0.82 4.54
C 2.81 0.58 2.90
F 2.81 1.75 2.28
F 3.88 0.55 3.67
F 2.68 -0.49 2.08
C -1.90 -5.97 -3.06
O -0.63 -5.94 -2.46
C 0.43 -5.26 -3.08
C 1.73 -5.51 -2.16
N 1.59 -4.73 -0.92
C 2.82 -4.81 -0.16
C 2.76 -4.11 1.12
O 2.66 -5.00 2.20
C 2.19 -4.40 3.40
H -2.09 -6.77 -3.78
H -2.20 -4.99 -3.43
H -2.65 -6.04 -2.27
H 0.25 -4.22 -3.35
H 0.46 -5.81 -4.02
H 2.70 -5.23 -2.56
H 1.88 -6.58 -2.01
H 0.79 -5.03 -0.38
H 3.71 -4.52 -0.72
H 3.23 -5.80 0.01
H 1.91 -3.42 1.06
H 3.72 -3.61 1.19
H 1.21 -3.99 3.18
H 2.74 -3.50 3.70
H 2.11 -5.12 4.21
C 3.37 1.35 -2.04
O 2.28 0.78 -1.25
C 1.72 -0.34 -1.93
C 0.42 -0.81 -1.13
N -0.76 0.00 -1.10
C -1.20 0.42 -2.43
C -2.63 1.04 -2.38
O -3.49 0.13 -1.73
C -4.62 0.67 -0.98
H 2.87 2.17 -2.56
H 3.87 0.64 -2.70
H 4.15 1.78 -1.42
H 2.41 -1.18 -1.93
H 1.52 -0.21 -2.99
H 0.61 -1.05 -0.09
H 0.10 -1.76 -1.56
H -1.46 -0.54 -0.62
H -1.28 -0.50 -3.01
H -0.43 1.02 -2.91
H -3.00 1.23 -3.38
H -2.64 2.04 -1.95
H -4.26 1.10 -0.05
H -5.32 -0.13 -0.72
H -5.17 1.46 -1.49
C 0.32 3.46 -3.35
O 0.44 3.60 -1.99
C 0.73 4.93 -1.59
C 0.79 4.91 0.00
N -0.51 4.51 0.59
C -0.51 4.56 2.07
C -1.94 4.23 2.62
O -2.80 5.09 1.97
C -4.19 4.69 2.17
H -0.74 3.41 -3.61
H 0.79 2.52 -3.63
H 0.81 4.31 -3.83
H -0.17 5.43 -1.96
H 1.66 5.40 -1.90
H 1.06 5.90 0.38
H 1.53 4.19 0.36
H -1.21 5.21 0.34
H -0.32 5.57 2.43
H 0.24 3.89 2.47
H -1.99 4.55 3.66
H -2.08 3.16 2.49
H -4.99 5.23 1.68
H -4.64 4.60 3.15
H -4.24 3.66 1.81
*
```

The calculation puts the lowest unoccupied orbital energy at 0.0106 Eh.


Which of them is least stable? Easy: Q.